No. 1
DFT (ωB97M-V/def2-TZVPD) results for C24H30AsBr2NO7PPtS as an isolated structure at a distorted geometry.

HOMO energy in eV: -4.8998
Charge: -1
Gap between HOMO and LUMO in Eh: 0.249
2S+1: 1

XYZ file:
```
68
Properties=species:S:1:pos:R:3:mulliken_charge:R:1
Pt -0.31108 -1.05418 0.71570 2.66
O -4.34456 -2.28940 1.60880 -0.67
As -3.69857 -0.79221 1.05343 0.72
O -4.75903 0.36196 1.46085 -0.85
O -2.22875 -0.38116 1.73274 -0.52
C -3.42337 -0.82590 -0.88576 -0.57
C -3.95825 0.19526 -1.66322 0.03
C -3.68810 0.25061 -3.02201 -0.72
C -2.89723 -0.72596 -3.61086 -0.71
C -2.37741 -1.74629 -2.83333 -0.75
C -2.61860 -1.78019 -1.47090 0.72
S -2.13122 -3.26130 -0.56352 1.16
O -3.40108 -3.93751 -0.35344 -0.79
O -1.19676 -3.94906 -1.42677 -0.71
O -1.54987 -2.87765 0.73021 -0.65
H -3.96847 -3.02842 1.10337 0.56
H -4.60340 0.92194 -1.17891 0.53
H -4.08701 1.05635 -3.62462 0.38
H -2.69581 -0.68868 -4.67362 0.40
H -1.78558 -2.54329 -3.25677 0.68
Br 3.68356 -2.53191 3.85932 -0.19
C 3.64675 -2.59463 1.96767 -0.05
C 4.76631 -2.99040 1.25663 -0.37
C 4.72069 -3.01334 -0.11955 0.11
Br 6.33167 -3.45515 -1.04954 -0.29
C 3.55319 -2.68664 -0.83055 0.72
C 3.44134 -2.66139 -2.23638 -0.93
C 2.23954 -2.32346 -2.80658 -1.29
C 1.14521 -2.03113 -1.99262 0.25
N 1.22208 -2.02782 -0.67530 -0.08
C 2.39529 -2.34020 -0.08136 -0.34
C 2.42830 -2.24258 1.35666 0.66
O 1.42687 -1.83498 2.02224 -0.81
H 5.66905 -3.27432 1.77894 0.42
H 4.29794 -2.90642 -2.84487 0.34
H 2.13021 -2.29455 -3.87807 0.49
H 0.17954 -1.82350 -2.42623 0.12
C 1.67993 3.57220 0.30362 -1.67
C 1.68806 2.09689 0.69133 0.79
C 2.57930 1.28597 -0.24670 -1.35
P 0.00284 1.28499 0.90283 -0.75
C -1.24106 1.98704 -0.30201 2.50
C -1.82239 3.37527 -0.06952 -1.81
C -0.69456 1.82699 -1.71944 -1.32
C -0.50632 1.77955 2.62206 0.75
C -0.27324 3.22104 3.06315 -1.71
C 0.21603 0.81825 3.56461 -1.46
H 2.68151 3.98740 0.41663 0.45
H 1.00730 4.14269 0.93447 0.30
H 1.38236 3.70805 -0.73217 0.28
H 2.12196 2.00633 1.69539 0.53
H 2.26095 1.37824 -1.28250 0.23
H 2.54540 0.23472 0.03146 0.21
H 3.61166 1.62896 -0.17559 0.53
H -2.07910 1.28684 -0.17487 -1.52
H -1.06586 4.15400 -0.09537 0.27
H -2.35942 3.40555 0.87383 0.40
H -2.54460 3.57869 -0.86004 0.49
H 0.02266 2.61165 -1.94823 0.25
H -1.50018 1.87939 -2.45016 0.43
H -0.20214 0.85870 -1.82376 0.10
H -1.57687 1.55408 2.65223 0.35
H 0.78899 3.44590 3.13036 0.33
H -0.70299 3.35324 4.05532 0.49
H -0.75730 3.93678 2.40634 0.33
H 1.29465 0.95916 3.51226 0.30
H -0.01366 -0.21117 3.28944 0.18
H -0.09733 0.98011 4.59321 0.49
```

No. 2
DFT (ωB97M-V/def2-TZVPD) results for a 2-piece molecular cluster, C24H30BrN4 overall at a distorted geometry.

HOMO energy in eV: -10.4357
Charge: +1
Gap between HOMO and LUMO in Eh: 0.195
2S+1: 1

XYZ file:
```
59
Properties=species:S:1:pos:R:3:mulliken_charge:R:1
C 3.15894 1.81445 5.23453 -0.89
N 1.79599 2.31795 5.26453 0.15
C 1.65630 3.55212 6.02117 -0.92
C 0.89298 2.03747 4.22308 -0.14
C -0.13969 1.07446 4.40526 -0.41
C -1.10501 0.88947 3.44070 -0.70
C -1.11444 1.64045 2.22434 0.56
C -2.12214 1.35550 1.26814 -0.18
C -2.12142 1.59256 -0.12382 0.27
C -3.26298 1.16975 -0.88166 -0.65
C -3.40951 1.48673 -2.21236 -0.38
C -2.44502 2.29997 -2.87375 -0.03
N -2.65337 2.71165 -4.19817 0.14
C -3.34908 3.95329 -4.48590 -0.90
C -1.75238 2.29046 -5.25817 -0.94
C -1.27394 2.65801 -2.15858 -0.29
C -1.06704 2.21714 -0.86120 -0.80
C -0.12347 2.66275 2.09744 -0.82
C 0.91879 2.76022 3.00484 -0.19
H 3.17195 0.76775 4.90512 0.29
H 3.79048 2.41484 4.55890 0.32
H 3.57463 1.88886 6.24691 0.32
H 0.60052 3.74217 6.25391 0.30
H 2.22358 3.45080 6.95271 0.33
H 2.06266 4.41072 5.46251 0.34
H -0.15924 0.50741 5.33936 0.44
H -1.90306 0.16278 3.59319 0.38
H -3.00094 0.84896 1.65172 0.35
H -4.02400 0.57836 -0.36936 0.45
H -4.26485 1.12496 -2.78700 0.46
H -4.19502 4.09199 -3.80139 0.30
H -2.66930 4.81751 -4.39801 0.31
H -3.71043 3.91466 -5.51947 0.32
H -1.50313 1.22727 -5.14423 0.29
H -2.25864 2.44729 -6.21768 0.33
H -0.82409 2.88275 -5.25278 0.34
H -0.53280 3.29866 -2.64713 0.43
H -0.09229 2.34916 -0.39717 0.83
H -0.20999 3.39407 1.29083 0.74
H 1.75819 3.43468 2.81299 0.44
C -8.76689 0.55123 5.73123 -1.18
N -8.48802 1.08741 4.41467 0.12
C -9.52221 1.93643 3.86424 -1.08
C -7.27324 0.95594 3.79645 0.98
C -6.61009 -0.31326 3.75955 -0.19
Br -7.52306 -1.91758 4.30420 -0.13
C -5.36597 -0.39776 3.13561 -0.47
N -4.78287 0.67848 2.58297 -0.30
C -5.38556 1.86875 2.60565 -0.53
C -6.65960 2.05057 3.14706 -0.70
H -7.85355 0.15500 6.18775 0.40
H -9.15929 1.36196 6.36579 0.34
H -9.52335 -0.24268 5.67094 0.37
H -9.18805 2.41073 2.93319 0.36
H -10.42088 1.33802 3.63899 0.31
H -9.79879 2.71960 4.58734 0.34
H -4.81352 -1.33531 3.07825 0.47
H -4.85266 2.72756 2.17792 0.39
H -7.13173 3.03448 3.10429 0.37
```

No. 3
DFT (ωB97M-V/def2-TZVPD) results for a 10-piece molecular cluster, C24H30Cl27NO7S overall at a distorted geometry.

HOMO energy in eV: -9.2213
Charge: 0
Gap between HOMO and LUMO in Eh: 0.324
SMILES string: C[C@H](C[C@@]1(O)CC[C@H](CON=O)S(=O)(=O)O1)OCc1ccccc1.ClC(Cl)Cl.ClC(Cl)Cl.ClC(Cl)Cl.ClC(Cl)Cl.ClC(Cl)Cl.ClC(Cl)Cl.ClC(Cl)Cl.ClC(Cl)Cl.ClC(Cl)Cl
2S+1: 1

XYZ file:
```
90
Properties=species:S:1:pos:R:3:mulliken_charge:R:1
C -2.01817 -1.55131 3.84016 -1.70
C -1.82134 -0.33121 2.92849 2.52
C -0.36001 -0.28420 2.43473 -2.38
C -0.15838 -0.32618 0.91636 1.06
O -0.81842 -1.43690 0.37307 -0.32
C -0.61568 0.92364 0.20360 -0.43
C -0.10585 1.07945 -1.25051 -1.65
C 0.68699 -0.09806 -1.84853 -0.04
C -0.20315 -1.09932 -2.58057 -0.03
O -0.64782 -0.39181 -3.76453 -0.26
N -1.98791 -0.81263 -4.12053 0.21
O -2.76123 -0.08101 -3.65873 -0.19
S 1.81174 -0.86665 -0.67916 1.50
O 1.81487 -2.29243 -0.81606 -0.68
O 3.08585 -0.23100 -0.82789 -0.74
O 1.28206 -0.42481 0.75638 -0.45
O -2.13653 0.77974 3.76010 -0.50
C -2.39164 1.96939 3.04587 0.00
C -2.52403 3.13515 3.99287 0.61
C -1.53920 3.30058 4.95570 -1.01
C -1.65211 4.38818 5.81638 -0.54
C -2.71637 5.26301 5.69257 -0.44
C -3.67474 5.09691 4.71344 -0.66
C -3.57870 4.01748 3.84847 -0.41
H -1.73751 -1.28285 4.86103 0.40
H -1.35786 -2.37130 3.55250 0.35
H -3.04783 -1.90799 3.84582 0.31
H -2.55014 -0.44545 2.12041 -1.01
H 0.22034 -1.11382 2.84305 0.71
H 0.08629 0.64250 2.80525 0.41
H -0.45228 -2.24122 0.76653 0.37
H -0.20439 1.76323 0.76635 0.51
H -1.69879 1.03771 0.24885 0.34
H 0.53246 1.96161 -1.29571 0.32
H -0.94035 1.27130 -1.92472 0.39
H 1.34566 0.31715 -2.61164 0.89
H -1.05830 -1.39562 -1.97592 0.09
H 0.37648 -1.95591 -2.91783 0.03
H -3.25080 1.88410 2.36853 0.21
H -1.52074 2.18919 2.40958 -0.06
H -0.73126 2.58509 5.00220 0.53
H -0.90286 4.55389 6.57929 0.60
H -2.77371 6.10213 6.37612 0.39
H -4.48893 5.80157 4.60477 0.40
H -4.31574 3.85915 3.07114 0.38
Cl 0.68243 4.87106 4.60675 -0.04
C 2.36027 4.87969 4.02998 -0.02
Cl 2.84445 3.23883 3.58116 -0.15
Cl 2.55706 5.98808 2.67677 -0.08
H 3.00440 5.20900 4.83577 0.30
Cl -1.47368 -4.07666 6.50376 -0.11
C -2.59744 -5.18432 5.71738 -0.04
Cl -4.23740 -4.53731 5.74160 -0.12
Cl -2.07320 -5.51617 4.06663 -0.10
H -2.59480 -6.11735 6.26434 0.36
Cl 5.85004 5.73680 1.11932 -0.02
C 5.84742 6.91407 -0.19004 -0.01
Cl 6.43507 6.19780 -1.69139 -0.13
Cl 4.23489 7.60185 -0.41595 -0.13
H 6.51693 7.71918 0.08097 0.29
Cl -3.43036 -3.95823 0.37472 -0.13
C -4.45404 -2.72473 -0.36436 -0.25
Cl -4.38688 -1.21727 0.55703 -0.10
Cl -3.95347 -2.43311 -2.02263 -0.01
H -5.47458 -3.08344 -0.35774 0.45
Cl -4.98024 -5.33684 -6.70349 -0.12
C -5.65409 -4.39360 -5.37601 0.02
Cl -5.65668 -5.33266 -3.88004 -0.12
Cl -4.77388 -2.88163 -5.16689 -0.09
H -6.67977 -4.15371 -5.62134 0.31
Cl 2.02987 -4.14414 -4.00974 -0.13
C 2.90994 -2.94201 -4.95393 -0.12
Cl 2.48541 -3.05907 -6.66027 0.02
Cl 2.59940 -1.31809 -4.33592 -0.08
H 3.96884 -3.14231 -4.85625 0.37
Cl 2.06063 -0.95306 -11.10634 -0.12
C 0.97441 -2.01703 -10.21556 0.13
Cl -0.55750 -2.20896 -11.06619 -0.13
Cl 1.73114 -3.58555 -9.92539 -0.10
H 0.77174 -1.56339 -9.25401 0.21
Cl 8.49259 5.23518 4.20466 -0.13
C 7.19893 4.21204 4.83029 0.01
Cl 6.54977 4.87436 6.33313 -0.14
Cl 5.91507 4.01088 3.64000 -0.05
H 7.61529 3.23701 5.04454 0.30
Cl 4.12818 -6.24537 -5.53665 -0.11
C 3.68707 -7.07818 -7.03044 0.01
Cl 3.06659 -5.93885 -8.22241 -0.09
Cl 5.06000 -7.97992 -7.67370 -0.13
H 2.90024 -7.78336 -6.79936 0.29
```

No. 4
DFT (ωB97M-V/def2-TZVPD) results for C24H30ClFN2O8S as an isolated structure.

HOMO energy in eV: -8.4528
Charge: 0
Gap between HOMO and LUMO in Eh: 0.308
2S+1: 1

XYZ file:
```
67
Properties=species:S:1:pos:R:3:mulliken_charge:R:1
C -0.27210 2.06504 -2.98887 -1.64
C -0.65061 1.26644 -1.74183 1.84
F -2.02571 0.95787 -1.84143 -0.32
C 0.11610 -0.02994 -1.57489 -0.60
C -0.63715 -1.24203 -1.42306 -0.80
C -0.07953 -2.45379 -1.27420 -0.95
C 1.33705 -2.53850 -1.27042 0.76
N 2.08631 -3.63648 -1.14437 -0.74
S 3.60603 -3.17042 -1.20200 0.24
N 3.43158 -1.58666 -1.36586 -0.67
C 2.11920 -1.35468 -1.39874 0.85
C 1.48651 -0.09354 -1.54427 0.45
Cl 2.52406 1.27893 -1.66130 -0.17
H -1.19296 2.38905 -3.46594 0.43
H 0.34085 2.91783 -2.71851 0.39
H 0.28928 1.45101 -3.68827 0.46
H -0.53377 1.87983 -0.85528 -0.66
H -1.71049 -1.17895 -1.42104 0.60
H -0.68548 -3.33886 -1.15699 0.49
O 0.56985 3.59976 -0.07649 -0.52
C 0.69019 3.63155 1.11537 0.48
O 1.69860 4.27941 1.72973 -0.39
C 1.62057 4.08673 3.15568 -0.44
C 0.16753 3.70830 3.43093 -0.61
C -0.19993 2.96887 2.14615 -0.02
H 2.31521 3.28973 3.42817 0.26
H 1.93245 5.00894 3.63860 0.33
H 0.04664 3.11942 4.33717 0.35
H -0.44287 4.60653 3.52661 0.26
H 0.05717 1.90857 2.19367 0.26
H -1.24540 3.07870 1.86892 0.03
O -4.13874 3.78130 2.13324 -0.62
C -4.07981 4.09383 0.97956 0.57
O -3.41154 5.18736 0.55593 -0.39
C -3.57071 5.35652 -0.86580 -0.54
C -3.93288 3.97266 -1.39421 0.13
C -4.69497 3.37762 -0.20971 0.00
H -4.36458 6.08725 -1.03333 0.26
H -2.63865 5.74553 -1.26658 0.39
H -4.49959 4.00800 -2.32193 0.42
H -3.02418 3.39603 -1.57317 -0.33
H -5.75996 3.61465 -0.23365 0.35
H -4.56759 2.30337 -0.10885 -0.23
O 6.62330 -4.35563 -1.60364 -0.57
C 6.89787 -5.04320 -0.66645 0.52
O 6.05255 -5.99160 -0.19611 -0.33
C 6.58662 -6.59776 0.99275 -0.40
C 8.09081 -6.35318 0.92550 -0.48
C 8.15441 -5.01825 0.18430 -0.43
H 6.12711 -6.11571 1.85823 0.27
H 6.31485 -7.65004 0.98901 0.30
H 8.56256 -6.34563 1.90558 0.32
H 8.56469 -7.13150 0.32645 0.26
H 8.08503 -4.16532 0.86137 0.24
H 9.03178 -4.90191 -0.44481 0.31
O -3.30312 -3.68730 0.34351 -0.57
C -3.91950 -2.66950 0.24265 0.47
O -3.89232 -1.91852 -0.88554 -0.34
C -4.63069 -0.69865 -0.69862 -0.05
C -5.60105 -0.99157 0.44145 -0.50
C -4.80531 -1.99596 1.27466 -0.47
H -3.92001 0.09308 -0.45101 -0.06
H -5.12020 -0.45175 -1.63742 0.34
H -5.89950 -0.09669 0.98392 0.32
H -6.50045 -1.46712 0.04847 0.32
H -4.15785 -1.50494 2.00306 0.25
H -5.41759 -2.73414 1.78394 0.33
```